{"formula": "C16H18N6O4", "method": "the ωB97M-V functional and the def2-TZVPD basis", "species": ["C", "C", "N", "C", "C", "N", "C", "C", "O", "C", "C", "O", "C", "C", "C", "N", "C", "O", "C", "C", "C", "C", "N", "N", "N", "O", "H", "H", "H", "H", "H", "H", "H", "H", "H", "H", "H", "H", "H", "H", "H", "H", "H", "H"], "xyz": [[-4.2835, -0.7337, -3.5540], [-3.0411, -1.3431, -3.0256], [-2.5319, -1.2429, -1.8410], [-1.3983, -2.0153, -1.9474], [-0.4573, -2.2195, -0.8018], [-1.1388, -2.7835, 0.3511], [-1.5487, -4.1745, 0.2152], [-1.8474, -2.0353, 1.2485], [-2.7234, -2.5246, 1.9416], [-1.5396, -0.5896, 1.4334], [-2.3825, 0.2574, 2.0546], [-1.7924, 1.4854, 2.1006], [-0.6003, 1.3135, 1.5013], [0.2935, 2.4968, 1.3312], [-0.1053, 3.3020, 0.0921], [1.6520, 1.9951, 1.2491], [2.7094, 2.8213, 1.4418], [2.5724, 3.9868, 1.7639], [4.0798, 2.2514, 1.2276], [4.4601, 1.6978, -0.1150], [4.3547, 0.7724, 1.0690], [5.5640, 0.2491, 1.6537], [6.5275, -0.1691, 2.1172], [-0.3877, 0.1149, 1.0837], [-1.2218, -2.5578, -3.1102], [-2.3177, -2.1066, -3.8466], [-4.7551, -0.1508, -2.7688], [-4.0564, -0.0895, -4.4029], [-4.9681, -1.5104, -3.8933], [0.3338, -2.9005, -1.1142], [-0.0067, -1.2694, -0.5340], [-1.7559, -4.5869, 1.1975], [-2.4519, -4.2718, -0.3938], [-0.7404, -4.7301, -0.2576], [-3.3548, 0.1478, 2.4959], [0.2132, 3.1365, 2.2112], [-1.1277, 3.6683, 0.1882], [0.5632, 4.1546, -0.0121], [-0.0398, 2.6742, -0.7977], [1.7607, 1.0399, 0.9517], [4.8353, 2.8264, 1.7430], [3.6821, 1.6133, -0.8610], [5.4472, 1.9212, -0.4908], [3.5256, 0.0788, 1.1045]], "smiles": "Cc1nc(CN(C)C(=O)c2coc([C@H](C)NC(=O)[C@@H]3C[C@H]3C#N)n2)no1", "de_lowest_kj_mol": 14.7, "lumo_ev": 0.32, "orbital_gap_ev": 10.08, "homo_ha": -0.3587, "energy_ev": -34013.6288}